Computed, not measured: a cluster of 12 separate species, C43H117N17O17 in total at a distorted geometry, with wB97M-V/def2-TZVPD.

Geometry (Å):
C 23.8027 -34.5091 0.8056
O 23.2349 -35.8043 0.8988
C 24.0668 -36.7946 0.2783
C 23.8533 -38.0996 1.0647
C 24.1231 -38.0112 2.5508
N 24.7535 -39.1571 0.6238
H 23.9082 -34.3169 -0.2621
H 24.6719 -34.2766 1.4208
H 23.0369 -33.8219 1.1654
H 23.6851 -37.0563 -0.7086
H 25.1310 -36.5591 0.2938
H 22.8521 -38.5289 1.0262
H 25.0923 -37.6170 2.8563
H 24.0001 -38.9163 3.1455
H 23.4512 -37.3714 3.1230
H 25.4116 -38.6572 0.0433
H 24.2195 -39.7558 0.0102
C 24.6474 -27.3276 -1.1384
O 26.0633 -27.1540 -0.8375
C 26.3557 -26.2190 0.1899
C 27.8474 -26.0578 0.3456
C 28.5963 -27.3171 0.8659
N 28.1238 -24.7764 1.0263
H 24.0883 -26.4068 -1.3052
H 24.0186 -27.7406 -0.3496
H 24.4459 -27.9869 -1.9826
H 25.9155 -25.2239 0.1248
H 25.9992 -26.5656 1.1599
H 28.2051 -26.0154 -0.6832
H 28.1621 -27.6358 1.8135
H 29.6829 -27.2388 0.8300
H 28.3053 -28.1539 0.2309
H 27.2296 -24.3608 1.2448
H 28.5150 -24.2098 0.2873
C 30.6927 -19.1698 -5.1284
O 30.1772 -19.8166 -6.3162
C 28.7616 -19.6972 -6.4627
C 28.1258 -18.2540 -6.3503
N 26.6915 -18.3019 -6.3119
C 26.0598 -16.9837 -6.2546
C 25.8848 -16.4113 -7.5775
O 24.8770 -16.8253 -8.4095
C 25.2891 -17.5451 -9.6038
H 30.5477 -18.0917 -5.1971
H 31.7658 -19.3133 -5.0018
H 30.2977 -19.5416 -4.1830
H 28.2539 -20.4968 -5.9233
H 28.5624 -20.0077 -7.4884
H 28.4131 -17.8188 -7.3075
H 28.6689 -17.6385 -5.6332
H 26.3340 -18.8770 -5.5626
H 26.6131 -16.5089 -5.4442
H 25.0672 -17.1700 -5.8447
H 26.7947 -16.2617 -8.1587
H 25.5432 -15.4028 -7.3445
H 26.1081 -16.9950 -10.0670
H 24.4454 -17.7527 -10.2620
H 25.6548 -18.4840 -9.1880
C 18.9460 -21.5695 5.6137
O 19.0509 -23.0171 5.4980
C 19.4859 -23.7420 6.6830
C 20.8520 -24.4729 6.4420
N 21.9975 -23.6712 6.1926
C 22.4020 -22.8380 7.3239
C 23.1945 -21.5592 6.8594
O 23.9190 -20.9054 7.8889
C 23.1753 -20.0462 8.6449
H 18.4682 -21.0044 4.8133
H 19.9664 -21.2052 5.7325
H 18.2599 -21.2538 6.3996
H 18.7441 -24.5122 6.8940
H 19.5822 -23.0975 7.5567
H 20.6410 -25.0011 5.5121
H 20.9951 -25.0454 7.3584
H 22.0870 -23.2112 5.2979
H 22.9176 -23.4521 8.0622
H 21.5654 -22.2832 7.7488
H 22.5855 -20.7432 6.4702
H 23.9418 -21.8440 6.1187
H 22.5818 -19.3193 8.0902
H 24.0219 -19.5552 9.1247
H 22.7130 -20.5954 9.4651
C 33.1850 -33.0497 3.4921
O 34.3914 -32.8586 2.7411
C 35.5395 -32.2766 3.4136
C 35.4107 -30.8456 3.7111
N 36.7811 -30.2859 3.9793
C 37.5856 -29.9587 2.7862
C 39.0874 -29.7988 3.1522
O 39.2337 -28.6650 4.0264
C 39.5547 -27.4236 3.4443
H 32.6240 -32.1666 3.7981
H 33.4954 -33.6482 4.3486
H 32.5211 -33.5897 2.8170
H 36.4032 -32.5345 2.8008
H 35.8738 -32.8088 4.3042
H 34.7614 -30.7037 4.5750
H 34.9467 -30.4528 2.8063
H 36.6687 -29.4872 4.5872
H 37.2212 -29.1034 2.2172
H 37.5801 -30.8130 2.1092
H 39.7733 -29.7236 2.3084
H 39.2829 -30.7789 3.5873
H 39.1522 -26.5322 3.9252
H 39.1676 -27.3114 2.4315
H 40.6445 -27.4084 3.4361
C 33.2659 -27.1480 -8.0335
O 33.1668 -27.9166 -6.7891
C 33.3371 -27.1406 -5.5819
C 33.6744 -28.0691 -4.4186
N 34.8600 -28.7836 -4.9689
C 35.3367 -29.9287 -4.2467
C 34.3592 -31.0776 -3.9682
O 33.7868 -31.5906 -5.1928
C 33.4918 -32.9580 -5.1037
H 32.4412 -27.3293 -8.7228
H 34.1164 -27.2590 -8.7061
H 33.1754 -26.0827 -7.8211
H 32.4492 -26.5275 -5.4272
H 34.1980 -26.4956 -5.7578
H 32.8966 -28.7987 -4.1934
H 33.9216 -27.6626 -3.4379
H 34.3871 -29.1168 -5.7968
H 35.9905 -29.7298 -3.3975
H 36.0438 -30.3609 -4.9547
H 33.5881 -30.8522 -3.2314
H 35.0319 -31.7808 -3.4771
H 34.3297 -33.5539 -5.4655
H 32.6311 -33.2059 -5.7248
H 33.4009 -33.2272 -4.0513
C 33.1737 -35.4783 12.3213
O 32.6919 -34.5739 11.3436
C 31.2710 -34.6854 11.2338
C 30.7947 -33.7278 10.1174
N 29.4297 -33.9563 9.6571
C 28.6469 -32.8297 9.1335
C 27.3845 -33.3711 8.3751
O 26.3676 -32.3156 8.1194
C 26.8182 -31.0935 7.7197
H 32.5605 -35.5325 13.2208
H 34.2223 -35.2605 12.5241
H 33.0467 -36.4769 11.9034
H 30.6794 -34.5539 12.1397
H 31.0763 -35.6890 10.8555
H 31.4399 -33.7310 9.2389
H 30.9124 -32.6922 10.4362
H 28.9818 -34.8610 9.6259
H 29.2584 -32.1495 8.5408
H 28.3512 -32.2029 9.9748
H 26.7848 -34.0553 8.9754
H 27.5127 -33.9637 7.4693
H 27.3733 -30.5954 8.5145
H 25.9026 -30.5147 7.5986
H 27.3776 -31.1400 6.7853
N 21.2805 -20.8577 -6.6119
C 21.0233 -22.1350 -6.5369
N 22.1051 -22.8595 -6.3164
O 19.9165 -22.5260 -6.6187
H 20.4350 -20.4862 -7.0208
H 22.1632 -20.3737 -6.6934
H 22.9795 -22.4218 -6.5693
H 22.0498 -23.8678 -6.3391
N 16.8729 -27.1122 -3.4873
C 17.4295 -28.1693 -4.0338
N 18.1795 -27.6116 -4.8815
O 17.4055 -29.2690 -3.5646
H 17.0485 -26.1692 -3.8034
H 16.3842 -27.2726 -2.6181
H 18.7608 -28.2696 -5.3808
H 17.9354 -26.6599 -5.1154
N 21.4806 -21.3524 -0.9923
C 21.1389 -21.8426 0.1886
N 20.0877 -22.6378 0.2462
O 21.7315 -21.5047 1.2649
H 20.9460 -21.6477 -1.7968
H 22.2447 -20.6921 -0.9794
H 19.6727 -22.4974 1.1562
H 19.8475 -23.3095 -0.4689
N 35.5311 -24.7380 6.0123
C 34.2542 -24.9442 6.0031
N 33.7007 -24.1334 5.1742
O 33.7515 -25.7931 6.7072
H 35.8482 -24.0306 5.3649
H 36.1443 -25.1582 6.6960
H 32.7337 -24.3323 4.9611
H 34.3355 -23.6248 4.5754
N 26.4881 -18.1839 1.7334
C 27.3524 -18.2996 0.7505
N 28.3807 -17.4857 0.9606
O 27.1936 -18.8611 -0.3573
H 25.9051 -19.0086 1.7224
H 26.6229 -17.6736 2.5945
H 28.9127 -17.0317 0.2319
H 28.3359 -17.1689 1.9186

SMILES: COC[C@H](C)N.COC[C@H](C)N.COCCNCCOC.COCCNCCOC.COCCNCCOC.COCCNCCOC.COCCNCCOC.NC(N)=O.NC(N)=O.NC(N)=O.NC(N)=O.NC(N)=O
Gap between HOMO and LUMO in hartree: 0.295
HOMO energy in eV: -8.14
Lowest unoccupied orbital energy in eV: -0.12
Calculated total energy in a.u.: -3917.97378

Atom charges from the Löwdin analysis, given in e for atoms 1 to 5:
1. C -0.11
2. O -0.19
3. C -0.19
4. C -0.44
5. C -0.09

=====

Computed, not measured: a structure of composition C20H18KN3O3S at a distorted geometry, with wB97M-V/def2-TZVPD.

Geometry (Å):
K -0.6397 -1.0241 -0.7217
O -0.6664 -1.4451 6.5052
C 0.3602 -1.6197 5.8323
O 1.4938 -2.0394 6.1098
C 0.1917 -1.2283 4.3193
C 1.2443 -1.3642 3.4347
C 1.0627 -1.0223 2.0977
N -0.1087 -0.5683 1.6395
C -1.1302 -0.4272 2.4907
C -1.0121 -0.7502 3.8396
C -2.4098 0.0888 1.9299
C -3.5325 0.2814 2.7397
C -4.7029 0.7646 2.1870
C -4.7363 1.0567 0.8316
C -3.5846 0.8348 0.1002
N -2.4541 0.3600 0.6179
C 2.1681 -1.1703 1.1111
C 3.4311 -1.6224 1.5062
C 4.4363 -1.7673 0.5709
C 4.1666 -1.4641 -0.7549
C 2.8915 -1.0307 -1.0636
N 1.9130 -0.8796 -0.1736
H 2.1695 -1.7465 3.8400
H -1.8171 -0.6568 4.5536
H -3.4970 0.0596 3.7948
H -5.5783 0.9116 2.8054
H -5.6284 1.4425 0.3585
H -3.5630 1.0506 -0.9646
H 3.6315 -1.8618 2.5386
H 5.4145 -2.1205 0.8689
H 4.9171 -1.5659 -1.5262
H 2.6376 -0.8065 -2.0946
O -0.7047 -0.5720 -2.8900
S -0.8876 0.8929 -3.1017
C -0.9508 1.1705 -4.9181
C 0.4430 1.5815 -5.3709
C 0.9964 2.4571 -4.2481
C 0.7728 1.6573 -2.9740
H -1.6832 1.9610 -5.0876
H -1.3126 0.2394 -5.3498
H 0.4116 2.1067 -6.3253
H 1.0731 0.6985 -5.4947
H 0.4455 3.3997 -4.2046
H 2.0511 2.6920 -4.3904
H 0.8296 2.2404 -2.0564
H 1.4473 0.8052 -2.9124

Gap between HOMO and LUMO in hartree: 0.261
HOMO energy in eV: -7.40
Lowest unoccupied orbital energy in eV: -0.30
Calculated total energy in a.u.: -2161.06349
Energy relative to the best compared isomer or geometry (same formula, charge and spin) in eV: 1.038

Atom charges from the natural (NBO) analysis, given in e for atoms 1 to 5:
1. K 0.93
2. O -0.73
3. C 0.74
4. O -0.74
5. C -0.05